No. 1
Here is one molecule with the formula C3H3FO in a non-equilibrium geometry from OMol25. Energies are from the ωB97M-V functional and the def2-TZVPD basis.

Calculated values
- HOMO energy: -9.716 eV
- Relative energy (zero: lowest compared OMol25 entry of this formula, charge and spin): 51.4 kcal per mole

Last column: Mulliken charge in e.
Element x y z (Å)
1 C -0.39370 -0.03641 0.04996  -0.6840
2 C 0.80157 0.37681 0.38601  0.1756
3 C 0.10335 0.90541 2.47085  -0.2071
4 O 0.92511 1.09162 1.55985  -0.0574
5 F 0.52209 1.62107 3.42198  -0.0867
6 H -0.62594 -0.53485 -0.86413  0.2531
7 H 1.79224 0.00941 0.03809  0.3154
8 H -1.21335 0.11941 0.66477  0.2912



No. 2
Here is one molecule with the formula C3H3FO in a non-equilibrium geometry from OMol25. Energies are from the ωB97M-V functional and the def2-TZVPD basis.

Calculated values
- HOMO energy: -10.105 eV
- Relative energy (zero: lowest compared OMol25 entry of this formula, charge and spin): 50.4 kcal per mole

Last column: Mulliken charge in e.
Element x y z (Å)
1 C 0.91949 0.26167 -0.89530  -0.5721
2 C 0.23159 0.62874 0.18215  0.1287
3 C -1.04915 -1.29028 0.76644  -0.1523
4 O -0.83315 0.02844 0.78011  -0.0676
5 F -2.19772 -1.43044 1.34789  -0.1027
6 H 1.68864 0.93113 -1.31425  0.2617
7 H 0.29930 1.73016 0.42962  0.2585
8 H 0.94101 -0.85944 -1.29666  0.2458



No. 3
Here is a 2-piece molecular cluster, C3H3FO2 overall in a non-equilibrium geometry from OMol25. Energies are from the ωB97M-V functional and the def2-TZVPD basis.

Calculated values
- HOMO energy (spin up / spin down): -9.815 / -8.579 eV
- Relative energy (zero: lowest compared OMol25 entry of this formula, charge and spin): 111.0 kcal per mole

Last column: Mulliken charge in e.
Element x y z (Å)
1 C 0.64853 1.76053 -2.68698  0.3721
2 C -0.55340 -0.22148 0.30000  -0.0846
3 C 0.65996 0.50267 0.00511  -0.2487
4 O -0.26681 2.25766 -3.23360  -0.3259
5 O -0.29127 1.12284 0.71627  -0.2831
6 F 1.86311 1.56792 -3.23636  -0.1630
7 H -1.30913 -0.33050 -0.46447  0.2030
8 H -0.58538 -0.94090 1.11091  0.2381
9 H 1.68916 0.42838 0.28203  0.2922